(1)
The following is a DFT calculation (the ωB97M-V functional and the def2-TZVPD basis) of 16 unconnected molecules or ions with the total composition C48H128O16 at a distorted geometry.

```
! wB97M-V def2-TZVPD RIJCOSX def2/J DEFGRID3
* xyz 0 1
C 0.61124 -4.65611 -2.36068
C 0.90885 -1.97714 -5.60801
H -0.89190 -6.15075 4.09045
H -0.72427 5.10924 4.00987
H -0.21959 -2.05246 4.87288
H 6.24046 3.36954 0.66363
H 3.05108 0.53304 -2.02539
H 0.84835 -0.19211 -4.26351
C 0.19479 1.06187 -0.49395
H 3.61818 -6.30610 1.55376
C 3.62387 3.73250 -0.13148
O -4.90852 -2.19965 3.50074
O 1.98175 -1.69855 3.48038
H -1.49052 2.30834 -3.05613
H 0.06762 -1.58583 -3.61789
H -3.75171 1.12973 2.87320
H -5.91356 2.30804 1.56885
C -3.77677 -1.35641 -4.16042
H -3.63128 1.23227 1.12732
H -4.84262 -1.13066 -4.19371
C 3.27031 -1.09216 3.60909
H 0.48717 -0.73329 -1.51259
H -3.10665 2.61859 -3.80788
H 1.71993 3.25764 -3.18690
O -1.48196 -0.04105 -1.66401
O 2.20285 -4.16372 2.27279
C 2.17589 -2.63756 -5.13637
C 4.65273 -0.87193 -2.15994
H -3.50885 3.56606 1.18819
H -3.53842 -1.04666 2.62868
C 0.26042 -1.06261 -4.55446
C -1.09011 -1.63018 4.37092
C -0.56834 -5.58197 -1.96382
H 0.10607 7.42672 -2.57565
C 5.27853 -0.31071 -3.44163
H 0.14453 -4.82598 3.70533
H -0.71963 -0.73795 -4.90403
C 1.05227 4.14307 4.92366
O -0.09719 7.62905 -1.65949
O -3.65977 1.58450 -1.51196
H -2.26773 3.01869 -0.90666
H 1.98380 -3.36341 -4.34622
H 0.80470 4.27374 5.97710
O 5.71733 -1.27242 -1.34336
H 0.31357 3.83814 -4.05201
H 0.39071 -1.37841 0.82934
C -3.50280 -2.99522 1.68496
H 1.71611 4.98678 4.73504
H -0.43804 1.65455 0.16662
H -0.68333 3.76221 1.85353
H 0.70857 2.77216 2.39489
O -1.45398 -4.82452 -1.21406
H -4.81349 -0.90212 0.60687
H 4.00332 -1.75751 3.15291
C -3.55090 -2.56994 -3.23736
H 0.24001 -2.76181 -5.96162
H -1.71466 1.02745 6.59315
H 0.04998 1.28314 4.60594
H -3.71420 4.58216 3.25836
H -4.14084 -3.84627 1.44680
H -2.22304 1.67693 2.00063
H -5.53094 -2.88783 3.25457
H -1.84319 0.35107 4.13992
H 0.22394 -3.69864 -2.70903
H 0.34577 -6.69058 1.89539
C 3.81040 0.07157 -1.39406
C -0.53082 -1.30373 0.25201
H 1.80239 4.27520 -6.10672
H 6.10095 -0.98247 -3.68754
H -1.97860 -2.16803 4.70169
H 3.91572 -5.73658 -0.07426
H 4.61516 -0.47227 5.10715
H 4.08677 -1.77871 -2.37336
C 4.20253 3.65411 1.23967
C -1.71419 7.03868 0.02873
C 3.28806 0.13844 2.78720
H 3.37597 5.71900 -5.01005
C -4.16761 3.91996 -1.49498
C -0.89729 6.54652 -1.15315
H -4.70815 3.95389 -2.44090
H -2.06908 -3.39847 -2.34593
H -0.97413 -1.75368 3.29416
H 1.10728 2.36065 -4.49055
H -0.58011 -6.90867 -3.69700
C -0.03336 5.37580 -0.76469
C 1.29798 3.38892 -4.18330
H 3.25513 -0.48311 -0.63768
H 2.13088 -3.29470 2.67433
C -5.31946 -1.28403 1.49357
H 4.29139 4.02899 -0.94056
C -4.25171 -1.83537 2.38942
H -2.24058 -0.64153 6.72333
H 3.72331 -1.88893 5.52739
H 3.34477 2.73117 -0.45942
H -1.31063 -1.04770 0.96926
H 3.80129 5.49480 1.60466
H -1.81414 3.33287 4.06938
H -5.82049 2.68378 3.20366
C -3.94648 3.08367 2.06219
C 3.55394 3.31677 -5.24400
H -0.61492 4.49073 -0.50676
H -4.24545 -1.39487 -1.46764
H 5.68354 0.69523 -3.33139
H 4.67254 -0.34639 -4.34695
H -3.87319 -3.51694 -3.67028
O -2.22195 -2.63636 -2.90933
H 4.22397 -4.10762 1.88015
H -5.87919 -0.45829 1.93283
C -0.68895 -5.41080 3.31624
H 1.96869 -3.07306 -0.02990
H 3.31171 2.32938 -5.63706
H 1.29034 -4.60606 -1.50955
H 0.59394 -4.45641 1.47766
C 3.26118 -5.61632 0.78900
H 0.43277 1.65039 -1.38002
H 1.34528 -1.21785 4.01464
C -0.49082 -5.99426 1.95330
C -5.47598 3.05014 2.23661
H -2.65543 -6.09415 1.33656
O -0.18449 -4.86214 1.08902
H -5.34470 -2.47539 -2.12829
H -1.58194 -4.78687 3.35356
H -1.62719 -5.46169 -3.93591
H 0.67824 5.59607 0.03105
H -1.23352 -4.81559 -0.27976
H 3.19529 -0.06488 1.72035
H 1.13749 -5.09573 -3.20797
C -3.03549 2.82121 -1.65476
H -3.83526 4.94626 -1.33895
H -0.60654 -0.27011 6.96092
C 2.25065 4.11455 -5.12623
C 5.49724 2.84532 1.26440
H -2.72814 -3.35406 2.36261
H -4.02622 -3.09480 -1.14583
H 6.29916 -1.92452 -1.74064
O -3.34234 3.70241 3.16160
C -3.31128 1.70255 2.05712
H -3.35130 -1.47485 -5.15694
C -1.18526 -0.18880 4.82093
O 4.57563 4.93722 1.71004
C -4.27692 -2.38114 -1.93065
H -1.81829 -0.84022 -2.07608
H -4.91923 3.70172 -0.73635
H -2.41342 7.80675 -0.30181
O 0.09698 0.32494 4.57057
C -1.77049 -6.71172 1.49017
H 5.87377 2.90356 2.28564
H -2.08007 -6.79737 -2.87644
H -2.07842 -7.46603 2.21424
C 0.16206 3.70416 2.53913
H 2.66854 4.25676 -0.10696
H 4.02889 3.12372 -4.28211
C 3.61145 -0.89696 5.08970
C 3.26277 -4.19885 1.37433
H -1.61086 6.20698 -1.90391
H 0.67795 -0.56263 -6.90856
C -1.45336 0.00223 6.33097
H 2.74488 -3.11993 -5.93115
H 4.40865 0.82903 -0.88764
H 3.68641 -3.30843 -0.48934
O 2.61993 5.35992 -4.53987
H 3.25853 -2.15814 0.72257
O -0.97881 3.20571 4.52506
H 2.30672 -5.92115 0.35983
H -0.69953 -2.31640 -0.11422
H 2.85333 -1.89431 -4.71595
H 4.30816 3.75262 -5.89921
H -3.34367 -0.47236 -3.69246
H -2.09990 3.88509 -3.38677
H 5.44521 1.82148 0.89408
H 1.20586 0.90203 -0.11939
O 1.34749 -1.19823 -6.64526
H -6.06070 -2.06595 1.32843
C -2.40361 2.90280 -3.02490
H 2.90015 -0.37187 5.72722
H 3.55078 3.24110 2.00957
H -1.16627 7.48739 0.85731
H -0.24062 -6.41266 -1.33880
H 0.49466 5.15956 -1.69342
C -0.15045 4.18364 3.96408
C -1.24384 -6.18803 -3.21926
H -1.62136 -7.23453 0.54543
H -5.93021 4.02513 2.06006
H 0.87186 4.46363 2.21126
H -2.96867 -2.70340 0.78072
H -2.99329 0.89834 -1.59319
C -0.29926 -0.26929 -0.91733
H 2.46195 0.78519 3.08276
H -2.32399 6.16651 0.26445
H 1.61174 3.20925 4.86833
H 4.07283 0.85511 3.02932
C 2.99337 -3.14193 0.33532
*
```

LUMO in eV: 0.5
Gap between HOMO and LUMO in eV: 10.4
Energy above the lowest of the compared OMol25 structures with the same formula, charge and spin in eV: 3.1135

Löwdin population analysis, charges in e, atoms 1 to 4: -0.03, -0.51, 0.09, 0.14

=====

(2)
The following is a DFT calculation (the ωB97M-V functional and the def2-TZVPD basis) of 2 unconnected molecules or ions with the total composition C4H10O at a distorted geometry.

```
! wB97M-V def2-TZVPD RIJCOSX def2/J DEFGRID3
* xyz 0 1
H -1.69173 -4.34147 2.14197
H -0.06558 1.84662 -2.03222
H 2.51691 2.40737 -0.70038
C 1.24899 0.91606 0.07588
H 1.87734 0.97165 0.97460
H -0.07008 -0.48992 -0.98574
C 1.66982 1.73877 -0.90288
H -1.77090 -2.90495 1.54633
C 0.00000 0.00000 0.00000
H 1.28969 2.79324 -2.72250
C 1.02180 1.85011 -2.21717
H 0.04941 -0.78033 0.77798
O -1.13150 -3.58076 1.86681
H 1.26729 1.00957 -2.88785
H -0.91180 0.59956 0.16050
*
```

LUMO in eV: 0.8
Gap between HOMO and LUMO in eV: 9.8
SMILES: C/C=C\C.O
Energy above the lowest of the compared OMol25 structures with the same formula, charge and spin in eV: 1.0102

Löwdin population analysis, charges in e, atoms 1 to 4: 0.05, 0.08, 0.09, -0.17

=====

(3)
The following is a DFT calculation (the ωB97M-V functional and the def2-TZVPD basis) of a molecular structure, C48H36Br4NO3P2Pt at a distorted geometry.

```
! wB97M-V def2-TZVPD RIJCOSX def2/J DEFGRID3
* xyz -1 1
C -3.19398 3.21297 -0.79920
H -2.18241 0.22966 2.05697
C -1.14505 -5.82195 1.47007
H -3.24994 0.67253 4.24588
H 0.90521 -2.42181 -3.74289
H 3.98599 1.95094 -3.00605
C 1.27194 3.49918 0.53815
C -4.21963 0.97119 -2.06448
C -0.02022 -5.85705 0.66152
H 1.32944 1.78431 -3.64628
H 0.23490 1.32679 -2.32497
H -5.05767 4.16120 -1.27834
P -0.88150 1.86089 0.11408
O -2.03997 -0.07751 -1.67639
H -2.02051 -2.58238 1.02056
C 3.02217 -2.67765 -3.59850
C 0.88487 5.09430 -1.69998
H 0.98570 0.07744 -3.31416
C 1.74977 -2.50409 -3.07052
C -2.40843 2.07197 -0.90433
H 2.73882 6.02659 -1.16909
O 0.78917 1.07126 2.34540
C -1.23760 -2.18781 -2.18576
H -4.66571 0.07860 -2.47634
H -5.99823 2.12136 -2.32468
C -1.87142 -4.64620 1.60022
C -2.25432 1.24368 2.43817
C -0.03379 4.09890 -1.39848
H -1.25542 4.38531 1.66518
C 2.00583 5.27433 -0.90494
H -3.49486 -2.42849 -5.30934
H -2.31639 4.83004 3.84572
C -1.72279 3.57711 2.21470
H 5.34845 1.47096 -0.68692
C 1.57511 -2.40504 -1.69665
H -2.80918 4.06864 -0.25924
C -0.36166 -3.55167 0.07638
Pt 0.44827 -0.15462 0.46912
C 2.31418 1.04174 -1.90550
C -2.90826 0.96743 -1.60121
H -0.88994 3.94170 -2.04318
C 2.19917 4.47295 0.21293
C 3.66463 0.16911 1.37293
H -1.44523 -6.70747 2.01636
H 5.11597 -2.86099 -3.18524
C -2.85908 -1.20606 -3.68016
C 3.95194 -2.69299 -1.38713
H 2.91069 -0.56591 1.66023
C 4.31371 1.24674 -0.90327
H 0.73278 5.72079 -2.57082
C -1.48247 -3.51644 0.90491
C -2.87554 2.78538 4.17012
H 3.61739 0.99011 2.09282
C 0.77127 0.35565 3.42840
Br 1.20662 0.98989 7.55055
H 3.14984 -2.73854 -4.67240
C -1.29798 -3.36263 -2.92557
C 0.96578 0.15095 5.86725
C 0.56479 -1.06342 3.34390
C -2.13551 -3.47647 -4.02324
O 0.34000 -1.61240 2.18952
Br 0.38356 -3.68433 4.32493
H 4.64802 -0.29878 1.46228
H -3.41378 -0.34849 -4.02845
C -2.84310 1.49156 3.66604
C 4.12333 -2.76605 -2.76385
P 0.01184 -2.02323 -0.84388
H 2.55669 -2.38202 0.21189
Br 1.19166 2.79761 4.74158
C -2.88479 -2.37889 -4.41645
C -1.68317 2.28379 1.70836
H -2.17888 -4.40122 -4.58308
C -4.98259 2.12246 -1.94976
C 3.60598 1.49733 -2.10126
H -3.30964 2.97681 5.14347
C 0.61507 -1.80854 4.52688
H 4.80412 -2.77497 -0.72513
H 0.55548 -6.76983 0.57216
C 0.80343 -1.22375 5.78087
H -0.67142 -4.19577 -2.63113
N 2.20830 0.53193 -0.64494
C -4.46320 3.26012 -1.35328
C 3.42047 0.65141 -0.02621
C 2.69026 -2.49568 -0.85941
H 3.08252 4.59605 0.82586
C -2.31859 3.82447 3.44315
C 1.15446 1.05775 -2.85182
C 0.14871 3.30428 -0.27050
C -2.09087 -1.13141 -2.52220
H 1.26538 -4.74910 -0.65067
C 0.94501 0.91674 4.69797
C 0.37576 -4.72409 -0.03587
H 1.41112 2.87418 1.41394
Br 0.81241 -2.29392 7.34794
H -2.73327 -4.60940 2.25378
*
```

LUMO (spin up / spin down) in eV: 2.1 / 2.0
Gap between HOMO and LUMO (spin up / spin down) in eV: 6.0 / 6.0
Energy above the lowest of the compared OMol25 structures with the same formula, charge and spin in eV: 1.5793

Löwdin population analysis, charges in e, atoms 1 to 4: -0.08, 0.09, -0.10, 0.10

=====

(4)
The following is a DFT calculation (the ωB97M-V functional and the def2-TZVPD basis) of a single C2H8N4O molecule at a distorted geometry.

```
! wB97M-V def2-TZVPD RIJCOSX def2/J DEFGRID3
* xyz 0 1
C 1.09443 -1.80459 0.22552
N 0.37787 -0.54257 0.20244
H 0.64459 3.23850 -1.40922
N 0.37682 1.39982 -0.74550
H -3.09274 -0.44621 0.09882
H -1.93355 -0.99396 1.34776
H -2.00570 0.72294 0.87286
H 2.16361 -1.65929 0.39831
H 0.94667 -2.30855 -0.73396
H 1.92596 2.61407 -0.30917
O -1.16608 -0.56285 -0.53315
N 1.00068 2.58704 -0.72409
N 1.07258 0.49622 -0.20673
C -2.07885 -0.30924 0.50077
H 0.67372 -2.43130 1.01534
*
```

LUMO (spin up / spin down) in eV: 0.8 / 0.8
Gap between HOMO and LUMO (spin up / spin down) in eV: 8.7 / 8.7
SMILES: CON(C)/N=N/N
Energy above the lowest of the compared OMol25 structures with the same formula, charge and spin in eV: 6.1585

Löwdin population analysis, charges in e, atoms 1 to 4: -0.07, -0.14, 0.08, -0.07